Formula: C32H29Br2N5O10
Source: OMol25
Level of theory: ωB97M-V/def2-TZVPD

XYZ file:
```
78
Properties=species:S:1:pos:R:3:forces:R:3
C -19.332 2.195 -9.374 -1.2 -0.4 -0.8
H -18.527 7.310 -14.607 0.0 -0.1 0.2
H -16.009 3.978 -15.187 -0.6 0.1 0.0
H -9.757 -1.150 -17.523 0.0 0.2 0.2
C -10.450 -0.644 -18.178 -0.7 -0.1 -0.4
C -17.715 1.845 -7.640 0.5 0.0 0.1
C -21.945 5.686 -9.330 0.2 0.6 0.6
O -17.580 0.574 -18.044 0.0 0.0 0.1
C -16.777 1.979 -15.122 1.0 -0.5 0.0
C -21.183 1.621 -19.639 0.0 0.2 0.5
H -17.397 1.809 -6.610 -0.4 0.0 0.1
C -17.648 9.238 -14.438 -0.4 0.3 0.3
C -16.775 1.579 -8.615 0.6 0.4 -0.4
H -15.871 7.963 -11.327 0.3 0.3 0.0
H -20.825 6.536 -12.894 -0.1 0.4 0.0
C -22.285 0.852 -19.287 0.1 0.2 -0.3
C -19.876 0.436 -18.030 0.1 -0.3 -0.7
C -11.257 -0.333 -20.450 0.3 0.5 0.6
C -22.174 -0.136 -18.321 -0.1 0.5 0.0
H -11.530 0.286 -16.618 -0.5 0.1 -0.1
O -23.261 7.039 -13.494 0.1 0.0 -0.3
H -20.857 -1.128 -16.946 0.1 0.0 0.0
H -15.388 10.275 -12.189 -0.3 0.3 0.1
H -23.089 -0.637 -18.036 0.3 -0.4 0.1
H -12.935 1.035 -20.581 0.2 0.1 -0.1
H -16.325 1.584 -10.731 0.0 -0.1 0.1
H -22.249 5.420 -8.324 -0.2 -0.2 -0.1
H -19.114 2.018 -19.270 0.1 -0.1 0.1
O -18.506 -0.655 -16.535 0.0 0.0 -0.1
Br -17.401 3.889 -13.102 0.3 0.0 0.0
C -19.970 1.416 -19.002 0.1 0.2 -0.2
H -20.363 2.317 -9.688 0.0 0.2 0.3
N -18.551 0.089 -17.494 0.0 0.2 0.2
O -24.100 8.164 -11.859 -0.1 -0.1 0.0
C -17.232 7.522 -12.867 0.3 -0.1 0.0
N -18.397 9.758 -15.595 0.0 -0.2 -0.1
H -17.700 2.141 -15.663 -0.2 0.0 0.2
H -16.706 11.125 -14.139 -0.1 0.0 0.0
H -15.191 2.993 -14.094 -0.3 -0.2 0.8
C -16.163 9.675 -12.649 0.8 -0.4 0.4
C -17.079 1.716 -9.964 -0.2 -0.5 0.0
C -16.338 8.372 -12.213 -0.8 -0.6 0.1
O -19.537 9.359 -15.736 0.2 0.0 -0.1
N -20.024 2.303 -7.017 0.4 0.0 0.4
C -17.868 7.937 -14.020 -0.2 0.3 -0.2
H -16.001 1.605 -15.789 -0.2 0.1 -0.3
C -10.355 -0.872 -19.545 0.4 -0.6 -0.1
O -13.724 1.485 -16.950 0.2 0.3 0.3
C -21.103 6.438 -11.854 0.6 -0.5 0.2
H -21.268 2.451 -20.326 -0.1 -0.2 -0.2
H -19.322 5.371 -11.389 0.3 0.5 0.2
Br -16.973 0.498 -13.867 -0.2 0.2 0.1
C -22.368 6.747 -11.400 -0.2 -0.6 -0.3
H -17.397 6.518 -12.497 0.1 0.2 0.0
C -11.504 0.121 -17.685 1.3 0.3 0.2
N -13.412 1.614 -18.116 -0.6 -0.5 -0.4
C -18.393 1.941 -10.348 0.8 0.3 0.1
H -9.564 -1.535 -19.885 -0.1 0.1 -0.1
H -23.895 6.370 -9.938 0.0 0.2 0.0
C -20.952 -0.356 -17.698 -0.6 -0.3 0.4
O -14.030 2.277 -18.925 0.3 0.2 0.2
H -18.633 1.938 -11.401 -0.2 0.1 0.0
H -23.233 1.048 -19.773 0.0 -0.1 0.1
C -16.851 10.129 -13.749 0.3 0.1 -0.7
H -19.966 5.075 -8.929 0.3 0.0 -0.2
C -18.992 2.161 -8.048 0.3 -0.2 0.5
C -12.294 0.787 -18.603 0.0 -0.2 0.5
H -11.224 -0.593 -21.496 0.0 0.1 -0.1
C -12.174 0.583 -19.958 -0.9 -0.3 -0.6
O -21.149 1.981 -7.314 -0.6 0.1 -0.2
C -16.201 3.193 -14.451 0.4 0.2 -0.8
C -20.214 5.828 -10.975 -0.2 -0.6 -0.1
N -23.316 7.362 -12.329 -0.2 0.3 0.1
O -19.671 2.671 -5.910 -0.1 0.1 -0.2
C -22.849 6.288 -10.193 0.2 0.1 0.3
C -20.606 5.533 -9.671 -0.7 -0.2 -0.3
H -15.760 1.329 -8.328 -0.1 0.0 0.1
O -17.830 10.548 -16.326 -0.1 0.0 0.1
```
Forces are in eV/Å.

Values from the calculation:
Gap between HOMO and LUMO ... 0.3392 Eh
Max |F| ... 1.505 eV/Å
SMILES ... O=[N+]([O-])c1ccccc1.O=[N+]([O-])c1ccccc1.O=[N+]([O-])c1ccccc1.O=[N+]([O-])c1ccccc1.O=[N+]([O-])c1ccccc1.BrCCBr
Lowest unoccupied orbital energy ... -0.0248 hartree
Relative energy (zero: lowest compared OMol25 entry of this formula, charge and spin) ... 2.5 kcal per mole
HOMO energy ... -9.9 eV

Here are the Löwdin charges for atoms 1 to 8, given in e: atom 1 (C): -0.03, atom 2 (H): 0.12, atom 3 (H): 0.07, atom 4 (H): 0.11, atom 5 (C): -0.06, atom 6 (C): -0.01, atom 7 (C): -0.06, atom 8 (O): 0.07

---

Formula: C32H29BrF7NO19S
Source: OMol25
Level of theory: ωB97M-V/def2-TZVPD

XYZ file:
```
90
Properties=species:S:1:pos:R:3:forces:R:3
C -0.890 -3.984 1.304 0.0 0.0 0.0
O -3.605 3.035 -2.217 0.1 -0.1 -0.2
H 3.571 -3.444 -6.226 0.0 -0.1 0.0
H -1.557 -4.658 3.243 0.0 0.0 -0.1
H -5.813 3.095 5.542 0.0 0.1 0.0
C 7.369 0.936 -2.766 0.1 0.0 -0.1
H -8.437 3.839 2.527 0.0 0.0 0.1
H 6.628 -1.024 -2.069 0.2 -0.1 0.1
O -0.143 -1.072 2.840 0.0 0.0 0.2
C 5.436 1.455 -1.727 0.0 0.0 0.0
H -5.129 -0.657 -2.014 0.1 0.1 -0.1
C 0.567 -1.367 -2.107 0.0 0.1 0.0
C -3.737 3.062 2.888 -0.1 0.1 0.1
C -4.424 3.949 2.057 -0.1 -0.1 -0.1
O 4.393 1.961 -1.470 0.2 0.3 0.0
O 0.436 -0.442 -3.087 -0.2 0.1 0.2
C 2.773 -4.075 -4.321 0.1 0.0 0.0
S -3.709 4.337 0.484 -0.1 0.1 -0.1
H -2.653 0.602 -2.500 0.0 0.1 0.0
C 2.425 -0.084 -2.014 -0.1 0.0 0.1
F -7.354 6.130 4.442 -0.1 -0.2 0.1
O -0.017 -3.276 3.303 0.0 0.0 0.0
H 0.049 -5.290 2.797 0.1 0.1 0.0
C -0.622 -4.440 2.726 0.0 -0.1 0.0
H -0.067 -4.145 0.607 -0.1 0.0 -0.1
F -4.811 -1.166 -3.917 0.0 0.0 0.0
C -0.389 -2.201 2.578 0.0 0.0 -0.1
H -9.125 5.364 3.046 -0.1 0.0 0.1
O 8.935 1.179 2.967 0.0 0.0 0.0
F 8.016 -2.142 3.006 0.1 0.0 0.0
C -2.079 0.675 0.857 -0.1 0.0 -0.1
C -4.245 2.765 4.145 0.1 0.0 -0.1
Br -6.493 5.733 1.352 -0.1 0.1 -0.1
C -5.627 4.501 2.490 0.2 -0.1 -0.1
H -9.442 3.879 3.975 0.0 0.1 0.1
O 3.688 -2.018 -4.728 0.0 0.0 -0.1
H 2.915 0.544 -1.281 -0.2 -0.2 0.2
H -4.568 3.071 -2.186 0.0 0.1 0.1
C 1.344 0.621 -2.807 0.1 0.0 -0.1
F 2.790 -5.340 -4.790 0.1 0.0 0.0
O -1.081 -2.591 1.474 0.2 0.0 -0.1
H 1.880 -3.936 -3.709 0.0 -0.1 0.0
H -3.844 -3.268 -2.975 0.0 0.1 -0.1
F -2.013 -4.531 0.788 -0.1 0.0 0.0
F 1.799 1.120 -3.977 0.0 -0.1 0.0
O 9.019 -0.594 4.310 -0.2 0.1 0.1
C -7.464 4.744 4.264 0.0 -0.3 -0.2
N -2.540 2.492 2.426 -0.1 -0.2 0.1
O 6.125 1.640 -2.867 0.1 0.0 0.0
O -0.203 -2.254 -1.912 0.0 -0.2 -0.1
C -2.635 0.971 -1.481 0.0 0.0 -0.1
O 1.677 -1.145 -1.387 0.1 0.0 0.0
O -6.361 -2.180 -2.622 0.0 0.1 0.2
H 8.965 -0.335 1.555 0.0 -0.1 0.0
C -3.091 2.726 0.104 -0.1 0.0 0.0
C 4.304 -2.574 -3.670 0.0 0.0 0.1
C -6.157 4.196 3.741 -0.1 0.2 0.0
C 7.057 -0.098 -1.703 0.1 0.2 0.1
H -3.694 2.093 4.792 -0.1 0.0 0.0
C 2.958 -3.044 -5.417 -0.1 0.0 -0.1
O 5.052 -1.992 -2.948 0.0 -0.1 -0.2
C -2.563 1.948 1.129 0.1 0.0 -0.1
O 10.132 1.289 4.872 0.1 0.0 0.0
H -7.610 4.282 5.244 0.1 0.4 0.1
H -1.666 0.054 1.640 0.0 0.1 0.0
O -7.270 -3.706 -1.226 -0.1 -0.1 0.0
O 6.079 0.573 -0.919 -0.1 -0.2 -0.1
H -2.117 1.868 3.099 0.0 0.0 0.0
H 7.642 0.510 -3.726 -0.2 0.0 -0.1
H 0.816 1.408 -2.267 0.0 0.0 -0.1
H 2.030 -2.646 -5.814 0.0 0.1 0.1
C -4.174 -2.636 -2.149 0.1 0.0 0.0
C 7.968 -0.847 3.400 0.1 0.0 0.0
H 7.013 -0.671 3.899 0.0 -0.1 0.0
C -5.435 3.339 4.556 0.2 -0.2 0.1
H 7.397 0.482 1.752 0.0 0.1 0.1
C -6.322 -3.153 -1.665 0.1 0.0 -0.1
H -3.312 -2.267 -1.601 -0.1 0.0 0.1
C -2.128 0.201 -0.444 0.2 -0.2 0.0
H -1.759 -0.798 -0.643 0.0 0.1 0.0
H 3.170 -0.518 -2.678 0.0 0.1 -0.1
C 9.438 0.691 4.126 0.0 -0.1 -0.1
O 3.923 -3.858 -3.511 -0.1 0.1 0.1
C 8.277 0.114 2.272 -0.1 0.1 -0.1
H 8.147 1.621 -2.427 0.0 0.0 0.1
C -5.099 -1.545 -2.648 0.0 -0.1 0.0
C -3.127 2.238 -1.202 -0.1 0.0 0.2
C -8.694 4.431 3.408 0.1 0.1 -0.3
O -5.042 -3.382 -1.290 0.0 0.0 0.0
F 8.138 -0.368 -0.924 0.0 0.1 0.1
```
Forces are in eV/Å.

Values from the calculation:
Gap between HOMO and LUMO ... 0.2970 Eh
Max |F| ... 0.389 eV/Å
SMILES ... C[C@H](F)c1ccc2c(c1Br)Sc1c(O)cccc1N2.O=C1OC[C@@H](F)O1.O=C1OC[C@@H](F)O1.O=C1OC[C@@H](F)O1.O=C1OC[C@@H](F)O1.O=C1OC[C@@H](F)O1.O=C1OC[C@@H](F)O1
Lowest unoccupied orbital energy ... 0.0037 hartree
HOMO energy ... -8.0 eV

Here are the Löwdin charges for atoms 1 to 8, given in e: atom 1 (C): -0.31, atom 2 (O): 0.02, atom 3 (H): 0.15, atom 4 (H): 0.15, atom 5 (H): 0.12, atom 6 (C): -0.03, atom 7 (H): 0.07, atom 8 (H): 0.13

---

Formula: C32H29BrI2N10O3STa
Source: OMol25
Level of theory: ωB97M-V/def2-TZVPD

XYZ file:
```
79
Properties=species:S:1:pos:R:3:forces:R:3
C 2.792 -3.121 3.549 0.0 0.0 0.0
O 1.648 0.785 -0.829 0.0 0.0 -0.1
N -0.584 -2.786 -0.814 0.0 -0.1 0.0
Br -1.873 -2.365 1.652 0.1 0.1 0.0
C -3.944 -1.340 -2.361 -0.1 0.0 0.0
C -0.284 2.867 -1.554 0.0 0.0 0.0
H 3.990 -0.604 4.342 0.0 0.0 0.0
H 3.792 -2.963 3.954 0.0 0.0 0.0
H -2.207 0.753 -2.827 0.0 0.1 0.0
I 0.579 -0.710 -3.445 0.0 0.0 0.1
N -1.761 1.638 -2.516 0.0 -0.1 0.0
O -1.895 -0.495 -0.731 -0.2 0.0 0.1
N 0.130 1.879 1.362 0.1 0.0 0.0
Ta -0.022 -0.352 -0.783 0.1 0.2 0.2
C 0.317 3.357 3.163 -0.1 0.0 0.0
C -4.225 -0.600 -1.124 0.1 0.1 -0.1
N -4.532 -2.504 -2.728 0.0 0.0 0.0
H -2.701 -4.908 0.696 0.0 0.0 0.0
C -0.494 1.025 3.496 0.0 0.0 0.0
C 5.334 3.744 -0.532 0.0 0.0 0.0
C 2.456 -0.537 1.491 0.0 0.1 0.1
H 2.194 1.143 4.688 0.0 0.0 0.0
C -1.621 -5.361 -1.115 0.0 -0.1 0.0
C -5.735 0.506 0.395 0.0 0.0 0.0
C 3.649 0.033 3.526 0.0 0.0 0.0
H 0.534 3.113 -0.900 0.0 0.0 0.0
H 2.485 2.158 -2.604 0.0 0.0 0.0
H 0.999 -1.979 3.118 0.0 0.0 0.0
C -4.015 -2.867 -3.951 0.0 0.0 0.0
H 1.859 -1.438 4.544 0.0 0.0 0.0
C -4.655 1.055 1.069 0.0 0.0 0.0
O -0.226 0.668 0.986 -0.2 -0.2 -0.2
C -1.942 2.867 -3.005 0.0 0.0 0.0
N 2.666 -0.767 2.773 0.0 0.0 0.0
H -2.511 1.174 1.211 0.0 0.0 0.0
H -5.208 -3.017 -2.188 0.0 0.0 0.0
N 3.072 0.530 0.966 -0.1 0.0 -0.1
N 0.591 4.376 3.614 0.0 0.0 0.0
C 3.069 1.329 4.063 0.0 0.0 0.0
C -0.033 2.075 2.625 0.1 0.0 0.0
H -2.524 -1.801 -5.162 0.0 0.0 0.0
C 4.051 3.626 -2.568 0.0 0.0 0.0
C 5.073 4.194 -1.819 0.0 0.0 0.0
H 2.888 -3.529 2.543 0.0 0.0 0.0
H -6.745 0.727 0.711 0.0 0.0 0.0
C 2.713 1.078 -0.166 0.0 0.0 0.1
C -1.015 3.695 -2.402 0.0 0.1 0.0
H 6.129 4.192 0.049 0.0 0.0 0.0
C -0.664 -4.880 -1.988 0.1 0.0 -0.1
H 2.793 1.991 3.242 0.0 0.0 0.0
H -2.043 -6.349 -1.236 0.0 0.0 0.0
C -3.147 -0.086 -0.396 -0.1 0.0 0.0
C -2.002 -4.565 -0.052 0.0 0.0 0.0
H -4.820 1.713 1.911 0.0 0.0 0.0
C -3.355 0.766 0.677 -0.1 0.0 0.0
H 5.670 4.992 -2.241 0.0 0.0 0.0
C 3.542 2.156 -0.735 0.0 0.0 0.0
H -4.327 -3.758 -4.466 0.0 0.0 0.0
H 4.493 0.230 2.870 0.0 0.0 0.0
H 4.762 2.363 1.013 0.0 0.0 0.0
I -0.758 5.717 -2.684 0.0 0.0 0.0
C 4.574 2.723 0.011 0.0 0.0 0.0
H -0.293 -5.473 -2.810 0.0 0.0 0.0
H 2.289 -3.858 4.174 0.0 0.0 0.0
H 3.855 3.976 -3.573 0.0 0.0 0.0
H -2.704 3.072 -3.737 0.0 0.0 0.0
H 3.813 1.840 4.673 0.0 0.0 0.0
N -3.096 -0.938 -3.281 0.1 0.1 0.0
S 1.525 -1.731 0.591 0.0 0.0 -0.1
H -6.359 -0.685 -1.275 0.0 0.0 0.0
N -0.834 0.149 4.156 0.0 0.0 0.0
C -5.518 -0.304 -0.709 0.0 0.0 0.0
N -0.745 1.620 -1.631 0.1 0.0 -0.2
C 1.992 -1.829 3.535 0.0 0.0 0.0
C -1.441 -3.305 0.075 0.0 0.0 0.0
C -0.178 -3.604 -1.802 0.0 0.0 0.0
C 3.280 2.611 -2.027 0.0 0.0 0.0
H 0.565 -3.207 -2.474 0.0 0.1 0.0
C -3.131 -1.886 -4.276 0.0 0.0 0.0
```
Forces are in eV/Å.

Values from the calculation:
Gap between HOMO and LUMO ... 0.2694 Eh
Max |F| ... 0.367 eV/Å
Total charge ... +1
Lowest unoccupied orbital energy ... -0.1373 hartree
Relative energy (zero: lowest compared OMol25 entry of this formula, charge and spin) ... 4.1 kcal per mole
HOMO energy ... -11.1 eV

Here are the Löwdin charges for atoms 1 to 8, given in e: atom 1 (C): -0.06, atom 2 (O): -0.34, atom 3 (N): -0.15, atom 4 (Br): 0.90, atom 5 (C): -0.30, atom 6 (C): -0.18, atom 7 (H): 0.12, atom 8 (H): 0.08

---

lowest unoccupied orbital energy of number 3 (C32H29BrI2N10O3STa)? -0.1373 hartree